# C2H4ClNO

A single C2H4ClNO molecule at a distorted geometry (ωB97M-V/def2-TZVPD, the OMol25 dataset).

Properties
Structure (SMILES) = NC(=O)CCl
HOMO-LUMO gap = 10.97 eV
Total energy = -668.80139 Ha
E_HOMO = -0.3735 Ha
ΔE to the lowest compared entry with this formula, charge and spin = 7.2 kJ/mol
LUMO = 0.807 eV

Each line ends with the Mulliken charge.
Geometry (Å):
O (1.9215, -0.9073, -0.2365)  -0.5691
H (-0.2904, -0.6332, 1.3321)  0.2847
H (-0.2495, -1.6743, 0.0013)  0.3499
C (1.0754, -0.0859, 0.0518)  0.4730
H (0.5118, 1.8715, -0.0715)  0.2236
N (1.2918, 1.2508, 0.0971)  -0.4045
H (2.2525, 1.6096, -0.1521)  0.2635
Cl (-1.8501, 0.0964, -0.1169)  -0.1938
C (-0.2734, -0.6324, 0.2964)  -0.4274